Formula: C33H83N3O10
Source: OMol25
Level of theory: wB97M-V/def2-TZVPD

Last column: Löwdin charge in e.
CARTESIAN COORDINATES (ANGSTROEM)
O: -1.1467 -6.4033 -25.9666  -0.10
O: -0.6371 -10.7721 -18.6606  -0.14
O: 5.3101 -16.2198 -18.9629  -0.13
O: 6.8064 -11.0529 -12.3330  0.01
O: -0.1816 -4.2702 -15.3063  -0.10
O: -6.2034 -7.5101 -13.4983  -0.12
O: -3.2370 -15.3460 -22.6000  -0.12
O: 4.7541 -10.6837 -19.8417  -0.05
O: -5.7310 -19.3116 -15.5625  -0.01
O: -11.2164 -11.0118 -16.5972  -0.01
N: 6.2883 -11.6420 -11.2515  -0.15
N: -5.0752 -19.1543 -14.3557  -0.13
N: -11.9895 -10.7734 -17.7596  -0.14
C: -1.1802 -4.0179 -16.2486  -0.20
C: -4.0736 -18.0828 -14.2423  -0.54
C: -3.3563 -18.9470 -12.0505  -0.18
C: -3.9487 -21.4852 -13.9799  -0.03
C: 7.5877 -10.0438 -9.8153  -0.02
C: -1.7915 -9.9666 -18.9229  -0.15
C: 4.4985 -12.5242 -12.7945  -0.03
C: -3.7326 -17.6785 -12.8091  -0.14
C: -4.9480 -20.4284 -13.4557  -0.45
C: -4.5208 -19.9786 -12.0193  -0.12
C: -13.9726 -10.5498 -19.9085  -0.22
C: -6.3358 -21.0658 -13.2836  -0.05
C: -11.8453 -13.0038 -18.8713  -0.04
C: -4.6847 -16.7968 -14.8731  -0.03
C: -2.7722 -18.4261 -14.9709  -0.04
C: -6.5549 -6.2517 -12.9826  -0.18
C: -14.0593 -9.5287 -18.7717  -0.11
C: -4.1142 -16.4522 -22.5486  -0.17
C: 7.1753 -11.5336 -10.1190  -0.50
C: 5.7224 -13.4163 -9.1901  -0.16
C: -14.2593 -11.2406 -17.0025  -0.06
C: -10.1330 -11.0271 -19.3025  -0.04
C: 5.5393 -12.8573 -11.6499  -0.51
C: 4.7887 -13.3077 -10.4252  -0.14
C: 6.3222 -12.0141 -8.9314  -0.15
C: 6.3194 -14.0166 -12.2114  -0.05
C: -11.5987 -11.4972 -19.0286  -0.43
C: 4.3477 -16.9564 -19.6587  -0.18
C: -12.5515 -10.9738 -20.2403  -0.11
C: -13.3324 -10.1872 -17.4841  -0.47
C: -1.0457 -7.7087 -25.5168  -0.20
C: 8.5151 -12.3373 -10.1906  -0.01
C: -13.1310 -9.0207 -16.4400  -0.04
H: -13.9178 -11.7579 -16.1058  0.09
H: -4.3483 -20.9536 -11.5636  0.11
H: -7.0818 -20.2958 -13.0871  0.09
H: -4.2534 -21.9387 -14.9231  0.08
H: 5.4643 -11.3862 -8.6909  0.12
H: -5.0333 -17.0875 -15.8641  0.07
H: -15.1301 -9.4691 -18.5771  0.11
H: 5.0770 -11.5325 -19.5392  0.03
H: 7.0402 -13.5892 -12.9084  0.08
H: -5.3595 -19.5264 -11.4898  0.12
H: -4.7025 -16.2183 -21.6613  0.08
H: -5.6498 -16.7539 -14.3682  0.09
H: -3.0814 -18.7982 -11.0063  0.10
H: -0.6767 -6.2940 -26.7966  0.08
H: -14.6176 -11.4228 -19.8085  0.10
H: 8.2558 -13.2980 -10.6356  0.05
H: -0.7978 -8.3213 -26.3836  0.08
H: -12.0041 -10.2280 -20.8166  0.11
H: -5.7134 -5.7316 -12.5248  0.08
H: -1.6979 -9.0207 -19.4563  0.08
H: -6.6820 -21.8253 -13.9846  0.08
H: 5.5951 -14.7217 -12.6193  0.10
H: 5.9783 -16.7594 -18.5341  0.08
H: -6.6040 -19.1096 -15.2182  0.10
H: -12.8682 -13.3775 -18.8247  0.08
H: -11.3726 -13.3573 -19.7877  0.07
H: -0.8369 -11.6786 -18.9054  0.07
H: -2.0589 -4.6623 -16.2751  0.07
H: -2.1684 -19.1772 -14.4616  0.06
H: 6.5175 -14.1432 -9.3563  0.10
H: -4.8380 -16.4903 -23.3627  0.08
H: 3.8152 -10.7041 -19.6562  0.03
H: 3.7813 -17.4457 -18.8663  0.07
H: -2.8997 -16.9806 -12.7230  0.12
H: 5.0907 -13.8332 -8.4057  0.11
H: 9.1463 -11.8134 -10.9084  0.08
H: 8.0423 -9.9089 -8.8339  0.08
H: -3.9367 -16.0065 -14.9358  0.09
H: -3.0756 -15.1315 -23.5217  0.07
H: 3.6478 -13.2034 -12.7372  0.08
H: 7.4376 -11.7219 -12.6079  0.09
H: -4.5762 -17.1041 -12.4265  0.11
H: -12.2517 -8.3780 -16.4843  0.08
H: 4.9087 -12.4912 -13.8038  0.08
H: -2.4147 -19.3747 -12.3948  0.10
H: -13.2086 -9.3434 -15.4018  0.07
H: 8.3440 -9.7478 -10.5423  0.07
H: -3.1687 -18.6345 -15.9646  0.09
H: 8.9151 -12.5626 -9.2020  0.09
H: -6.0766 -8.1068 -12.7571  0.07
H: -3.9611 -22.3544 -13.3223  0.08
H: -6.9692 -5.6998 -13.8263  0.08
H: -11.2626 -13.4707 -18.0772  0.08
H: -14.3381 -11.9726 -17.8062  0.07
H: -0.2648 -7.8964 -24.7799  0.07
H: 4.6125 -14.3752 -10.5576  0.11
H: 6.8401 -12.0027 -7.9723  0.11
H: -12.7702 -11.8047 -20.9110  0.11
H: -1.9939 -17.6774 -15.1187  0.08
H: -10.1625 -9.9390 -19.3606  0.08
H: -7.4296 -6.3602 -12.3413  0.07
H: -2.1430 -9.7899 -17.9063  0.07
H: -9.7792 -11.4920 -20.2228  0.08
H: -10.8149 -10.1536 -16.4427  0.09
H: -3.5873 -17.3946 -22.3994  0.07
H: -0.8872 -4.1426 -17.2911  0.07
H: -1.5995 -3.0243 -16.0908  0.08
H: -14.3579 -10.0790 -20.8129  0.11
H: -13.9698 -8.3305 -16.5298  0.07
H: -15.1956 -10.8477 -16.6062  0.09
H: 6.6556 -9.5040 -9.9822  0.09
H: 3.5689 -16.3425 -20.1111  0.08
H: 6.9826 -14.5949 -11.5680  0.07
H: -2.9039 -21.1771 -13.9428  0.07
H: 4.8429 -17.6058 -20.3806  0.08
H: 3.9063 -12.6795 -10.3034  0.13
H: -9.4092 -11.2815 -18.5283  0.07
H: 0.4405 -4.9540 -15.5653  0.08
H: -13.5556 -8.6155 -19.0888  0.12
H: -1.9386 -8.1433 -25.0675  0.08
H: -2.5123 -10.6650 -19.3481  0.08
H: -6.2749 -21.6986 -12.3982  0.08
H: 3.9541 -11.5952 -12.6254  0.08

Properties
**Energy**: -2223.367068 hartree
**Gap between HOMO and LUMO**: 8.042 eV
**Energy above the lowest of the compared OMol25 structures with the same formula, charge and spin**: 663.1 kJ/mol
**Structure (SMILES)**: CC1(C)CCCC(C)(C)N1O.CC1(C)CCCC(C)(C)N1O.CC1(C)CCCC(C)(C)N1O.CO.CO.CO.CO.CO.CO.O
**2S+1**: 1
**HOMO level**: -7.665 eV